{"formula": "C33H67BFIN2O6S", "method": "wB97M-V/def2-TZVPD", "species": ["I", "S", "F", "O", "O", "O", "O", "O", "O", "N", "N", "C", "C", "C", "C", "C", "C", "C", "C", "C", "C", "C", "C", "C", "C", "C", "C", "C", "C", "C", "C", "C", "C", "C", "C", "C", "C", "C", "C", "C", "C", "C", "C", "C", "B", "H", "H", "H", "H", "H", "H", "H", "H", "H", "H", "H", "H", "H", "H", "H", "H", "H", "H", "H", "H", "H", "H", "H", "H", "H", "H", "H", "H", "H", "H", "H", "H", "H", "H", "H", "H", "H", "H", "H", "H", "H", "H", "H", "H", "H", "H", "H", "H", "H", "H", "H", "H", "H", "H", "H", "H", "H", "H", "H", "H", "H", "H", "H", "H", "H", "H", "H"], "coordinates": [[2.533, -0.057, 2.944], [-1.303, -4.423, -3.782], [0.060, 3.287, -3.614], [-0.551, -0.750, 1.565], [2.732, -2.711, 1.100], [5.736, -2.405, -2.215], [2.342, 2.582, -0.177], [1.714, -1.787, -0.898], [1.214, 4.514, -2.082], [0.160, 2.491, -1.272], [-0.217, 1.783, 1.750], [1.851, -0.216, -2.690], [-5.242, 6.342, 1.917], [-5.297, 4.820, 1.942], [-7.717, -3.897, -5.046], [1.018, -0.550, -1.323], [6.431, -1.141, -2.274], [2.337, -1.772, 0.376], [-3.929, 4.162, 1.760], [-5.322, -4.411, -4.214], [5.450, -2.816, -0.859], [3.416, 0.037, -2.443], [4.888, 0.431, 8.032], [1.319, 1.950, -0.522], [5.121, 1.150, 5.559], [-0.468, -0.767, -1.901], [-6.212, -3.823, -5.313], [-3.239, 4.442, 0.421], [-5.160, -2.315, -2.770], [-4.037, 4.042, -0.821], [-0.927, -2.320, -1.962], [5.845, -0.136, -3.409], [1.250, 0.389, -0.051], [4.745, 0.052, 6.555], [-8.239, -5.323, -4.932], [-0.094, -3.161, -3.080], [2.520, -0.193, 0.762], [4.240, 2.388, 5.665], [0.547, 3.492, -2.272], [-4.317, 2.547, -0.902], [7.348, -0.190, 8.290], [6.285, 0.887, 8.457], [-5.507, -3.797, -2.825], [4.296, -0.390, -3.749], [0.117, 0.465, 1.125], [0.799, -3.661, -2.568], [-4.859, -4.331, -2.122], [-5.494, -5.490, -4.145], [0.199, -2.500, -3.962], [4.171, 1.223, 8.276], [1.736, -1.063, -3.447], [-4.853, 2.314, -1.826], [-4.276, -4.293, -4.517], [3.562, 0.199, 0.500], [-0.484, -0.381, -2.991], [6.483, -0.292, -4.362], [-5.705, 4.504, 2.908], [-0.603, 2.816, -0.656], [6.170, 1.435, 5.678], [-3.264, 4.496, 2.565], [7.564, -1.302, -2.458], [5.352, -0.835, 6.346], [-0.706, -0.682, 2.542], [-2.996, 5.508, 0.354], [-4.891, 6.717, 0.953], [6.265, -3.509, -0.415], [6.581, 1.784, 7.904], [4.336, 2.868, 6.642], [0.512, 2.116, 2.396], [-3.466, 4.336, -1.708], [5.026, 0.743, 4.546], [3.859, -0.556, -1.575], [4.597, -0.434, 8.640], [-4.126, -2.145, -3.082], [-8.028, -5.890, -5.843], [6.247, 1.177, 9.513], [-5.816, -1.723, -3.413], [4.013, 0.230, -4.678], [-2.028, -2.362, -2.307], [-6.238, 6.757, 2.090], [-4.934, 2.206, -0.068], [-9.321, -5.316, -4.781], [4.489, -3.447, -0.889], [3.705, -0.249, 6.376], [8.315, 0.177, 8.645], [6.382, -0.538, -1.286], [-8.237, -3.403, -5.873], [-5.937, -2.776, -5.483], [-1.098, 1.760, 2.282], [4.114, -1.508, -3.964], [3.604, 1.173, -2.329], [7.469, -0.479, 7.243], [1.396, 0.727, -3.148], [-4.980, 4.595, -0.866], [-5.271, -1.939, -1.749], [5.273, -1.960, -0.124], [-4.578, 6.721, 2.698], [-6.532, -3.948, -2.471], [-3.384, 1.974, -0.899], [-1.286, -0.186, -1.355], [-4.039, 3.080, 1.892], [5.932, 0.967, -3.074], [3.188, 2.133, 5.507], [-5.999, 4.465, 1.182], [-0.909, -2.823, -0.927], [-5.991, -4.346, -6.251], [-2.278, 3.913, 0.411], [-7.975, -3.338, -4.142], [-7.791, -5.850, -4.086], [-2.327, -4.495, -2.847], [4.528, 3.120, 4.906], [7.093, -1.083, 8.868]], "forces_ev_per_angstrom": [[0.1, 0.1, -0.7], [0.2, 0.0, 0.3], [0.7, -0.4, 3.2], [1.2, 2.2, 0.0], [-1.8, 3.2, -3.8], [0.3, 1.3, 1.3], [-3.8, -1.6, -1.8], [0.1, -1.2, 2.5], [-2.6, -4.3, -0.8], [1.3, 0.3, -1.3], [0.0, -1.3, 0.2], [0.9, 1.0, 1.0], [-0.2, 0.0, 0.0], [0.1, 0.0, 0.1], [0.1, 0.0, -0.2], [1.2, -0.2, -1.4], [0.7, 1.6, 0.1], [0.7, 0.0, 1.3], [0.0, -0.2, 0.0], [0.0, -0.1, 0.0], [-0.5, -1.3, 0.6], [0.4, 0.4, -1.6], [-0.1, 0.1, 0.0], [3.7, 0.2, 2.2], [-0.1, -0.1, 0.0], [-0.7, -1.0, 0.1], [0.0, 0.1, 0.0], [-0.1, 0.2, 0.0], [-0.1, 0.1, 0.2], [0.2, 0.0, 0.0], [-0.2, 0.3, -0.5], [-0.1, -0.6, -0.7], [-0.6, 2.0, -0.3], [0.1, -0.1, 0.0], [-0.1, 0.0, 0.1], [-0.9, 0.3, 1.5], [-0.4, -1.0, -1.3], [0.2, 0.1, -0.1], [1.5, 3.8, 0.0], [-0.2, 0.0, -0.1], [0.2, 0.1, 0.0], [-0.1, -0.1, 0.1], [0.1, 0.0, -0.1], [0.1, -0.1, 0.8], [-1.5, -1.3, 1.0], [-1.2, 0.7, -1.1], [-0.1, 0.0, 0.0], [0.0, 0.0, 0.0], [-0.3, -1.0, 1.3], [0.0, 0.0, 0.0], [-0.1, 1.0, 1.3], [0.1, -0.1, 0.1], [-0.1, 0.0, 0.0], [-1.7, -0.5, 0.0], [0.1, -0.5, 1.9], [-1.1, 0.4, 1.4], [0.0, 0.0, -0.1], [0.6, -0.3, -0.3], [0.0, 0.0, 0.0], [-0.1, 0.0, 0.0], [-1.8, 0.1, 0.2], [0.0, 0.0, 0.0], [-0.1, -0.1, -1.3], [0.0, -0.1, 0.0], [0.0, 0.0, 0.1], [-1.0, 1.2, -0.8], [-0.1, 0.0, 0.0], [-0.1, 0.0, 0.0], [-0.3, 0.2, -0.8], [-0.1, 0.1, 0.0], [0.1, 0.0, 0.1], [-0.8, 0.9, -1.1], [0.0, 0.0, 0.0], [-0.1, 0.0, -0.1], [0.0, 0.0, 0.1], [0.0, 0.0, -0.1], [0.1, 0.0, 0.0], [0.3, -0.9, 1.5], [1.7, 0.4, 0.6], [0.1, 0.0, 0.0], [0.1, 0.0, 0.0], [0.1, -0.1, 0.0], [1.4, 1.0, 0.0], [0.0, 0.0, 0.0], [0.0, -0.1, 0.0], [-0.2, -1.3, -1.3], [0.0, 0.0, 0.1], [0.0, 0.0, 0.0], [0.6, -0.1, -0.3], [0.3, 1.7, 0.3], [-0.3, -1.8, 0.3], [0.0, 0.0, 0.1], [0.6, -1.3, 0.5], [0.1, 0.0, 0.0], [0.0, 0.1, -0.1], [0.3, -0.9, -1.1], [0.0, 0.0, -0.1], [0.0, 0.0, 0.0], [0.0, 0.0, 0.0], [1.3, -0.7, -0.4], [0.0, 0.0, 0.0], [0.2, -1.8, -0.4], [0.0, 0.0, 0.0], [0.0, 0.0, 0.0], [0.3, 0.8, -1.6], [0.0, 0.0, 0.1], [0.0, 0.0, 0.0], [0.0, 0.0, 0.0], [0.0, 0.0, -0.1], [1.1, 0.4, -0.4], [-0.1, 0.0, 0.1], [0.0, 0.0, -0.1]], "mulliken_charge": [0.12, -0.21, -0.26, -0.81, -0.64, -0.36, -0.60, -0.25, -0.44, 0.34, -0.34, -1.23, -1.19, -0.57, -0.40, 0.61, -0.38, 0.70, -0.77, -0.33, -0.43, 0.26, -0.80, -0.52, -0.35, -0.52, -0.82, 0.27, -1.18, -0.51, 0.18, -0.74, 1.49, -0.42, -1.18, -0.25, -1.08, -1.13, 0.50, -0.79, -1.18, -0.36, -0.46, -0.59, 0.67, 0.26, 0.36, 0.32, 0.22, 0.31, 0.33, 0.41, 0.10, 0.50, 0.47, 0.35, 0.38, 0.02, 0.31, 0.44, 0.40, 0.31, 0.31, 0.40, 0.29, 0.31, 0.23, 0.36, 0.20, 0.38, 0.21, -0.52, 0.38, 0.15, 0.29, 0.36, 0.36, 0.34, -0.36, 0.38, 0.29, 0.38, 0.15, 0.25, 0.38, 0.17, 0.37, 0.32, 0.15, 0.36, 0.27, 0.28, 0.29, 0.37, 0.38, 0.15, 0.29, 0.36, -0.08, -0.22, 0.30, 0.30, 0.20, 0.25, 0.25, 0.39, -0.43, 0.23, 0.29, 0.11, 0.35, 0.29], "smiles": "COCCCCC[C@@]1(CCCS)OC(=O)[C@H](I)[C@@]1(B(N)O)C(=O)NC(=O)F.CCCCCC.CCCCCC.CCCCCC", "relative_energy_kcal_mol": 86.5, "homo_ev": -9.0, "energy_ev": -72901.4545, "fmax_ev_per_a": 5.29}

=====

{"formula": "C33H68ClFN4O7P", "method": "wB97M-V/def2-TZVPD", "species": ["Cl", "P", "F", "O", "O", "O", "O", "O", "O", "O", "N", "N", "N", "N", "C", "C", "C", "C", "C", "C", "C", "C", "C", "C", "C", "C", "C", "C", "C", "C", "C", "C", "C", "C", "C", "C", "C", "C", "C", "C", "C", "C", "C", "C", "C", "C", "C", "H", "H", "H", "H", "H", "H", "H", "H", "H", "H", "H", "H", "H", "H", "H", "H", "H", "H", "H", "H", "H", "H", "H", "H", "H", "H", "H", "H", "H", "H", "H", "H", "H", "H", "H", "H", "H", "H", "H", "H", "H", "H", "H", "H", "H", "H", "H", "H", "H", "H", "H", "H", "H", "H", "H", "H", "H", "H", "H", "H", "H", "H", "H", "H", "H", "H", "H", "H"], "coordinates": [[-2.337, -3.559, -4.733], [2.360, -3.855, -3.842], [3.700, -5.981, -3.416], [-2.975, 4.200, -0.777], [2.733, -2.731, -5.117], [0.664, -4.109, -3.548], [0.083, -7.458, 0.299], [3.203, -3.526, -2.508], [2.994, -5.424, -4.383], [2.248, 2.907, 0.594], [2.911, 0.323, -1.950], [0.988, -8.081, 1.177], [-3.627, 5.038, 0.145], [2.077, 4.257, 0.952], [2.196, -0.276, -4.348], [0.739, 4.350, -1.222], [4.528, 4.962, 0.882], [-4.368, 6.080, -0.644], [3.107, 5.246, -1.158], [-5.702, 5.557, -1.245], [1.763, -1.630, -5.206], [1.790, -0.332, -2.761], [4.253, 5.828, -0.336], [-6.560, 4.756, -0.279], [1.008, -6.296, 3.000], [0.330, -4.103, -2.116], [-3.550, 6.669, -1.848], [3.733, 3.588, 2.810], [3.134, -7.578, 2.336], [-1.317, -3.820, -2.041], [1.100, -10.031, 2.777], [0.187, -8.989, 2.077], [-5.744, 3.636, 0.358], [2.241, -5.849, 0.875], [1.781, -6.994, 1.846], [3.279, 4.661, 1.758], [-4.864, 4.903, 2.343], [-3.646, 2.930, 1.588], [2.907, 5.872, 2.656], [-4.454, 4.154, 1.046], [-1.803, -2.703, -3.178], [-0.820, -9.883, 1.281], [1.821, 5.028, -0.319], [0.297, -7.245, 3.949], [1.199, 6.418, -0.015], [-0.591, -8.213, 3.172], [-4.595, 7.330, 0.248], [2.895, 3.267, 3.443], [0.807, 0.286, -2.491], [2.751, -6.253, -0.010], [0.655, -1.919, -4.965], [2.296, 6.632, 2.182], [3.599, -6.921, 3.082], [5.153, 5.879, -0.957], [-1.951, -4.803, -2.053], [-3.412, 5.946, -2.659], [-3.681, 7.933, 0.319], [2.901, 5.916, -2.003], [-5.682, 5.606, 2.206], [1.407, -5.227, 0.531], [3.436, 4.295, -1.599], [4.166, 2.696, 2.344], [2.540, 0.539, -0.985], [1.668, -9.628, 3.613], [0.252, -5.621, 2.577], [4.034, 6.855, -0.027], [-0.186, 4.173, -0.660], [-6.986, 5.416, 0.483], [-1.418, -7.649, 2.720], [1.667, -1.422, -2.353], [-4.227, 2.368, 2.328], [5.310, 5.437, 1.487], [-3.385, 2.213, 0.800], [4.961, 4.017, 0.526], [1.027, -7.785, 4.561], [-6.376, 3.106, 1.083], [3.326, 0.045, -4.542], [-7.409, 4.323, -0.819], [-5.490, 2.899, -0.416], [-4.008, 5.435, 2.782], [-1.055, -8.914, 3.878], [3.807, 6.384, 3.019], [0.382, 6.337, 0.716], [-4.885, 7.123, 1.272], [3.613, -0.455, -1.807], [-6.295, 6.392, -1.639], [2.339, 5.547, 3.537], [-2.737, -2.091, -2.761], [0.769, 6.868, -0.921], [3.079, -8.560, 2.790], [-1.478, -3.277, -0.991], [1.077, 3.394, -1.641], [-5.487, 4.913, -2.109], [0.817, -3.236, -1.495], [-0.940, -1.895, -3.338], [0.508, -10.848, 3.214], [1.765, -1.281, -6.347], [-2.558, 7.015, -1.528], [0.486, 4.983, -2.080], [-0.321, -6.669, 4.646], [-1.306, -10.612, 1.938], [2.945, -5.175, 1.379], [1.797, -10.492, 2.063], [-4.072, 7.531, -2.284], [1.687, -5.656, 3.579], [-5.227, 4.203, 3.109], [3.843, -7.679, 1.504], [4.505, 3.999, 3.472], [-0.306, -10.443, 0.491], [0.468, -5.176, -1.616], [-1.629, -9.302, 0.822], [1.549, 0.607, -4.824], [-5.379, 7.974, -0.169], [-2.721, 3.257, 2.077], [1.917, 7.153, 0.340]], "forces_ev_per_angstrom": [[0.6, 1.0, 1.2], [3.3, 0.9, 4.7], [1.8, -1.3, 2.7], [-1.3, 2.3, 2.6], [-2.6, -2.5, 2.7], [3.8, 0.8, -0.3], [2.6, -1.9, 1.9], [-3.7, -0.9, -5.2], [-3.2, 3.6, -3.2], [-0.9, 3.4, 1.2], [-0.6, -1.5, 0.6], [-3.9, 3.0, -1.5], [0.5, -3.3, -3.8], [2.1, -4.1, -2.2], [-1.0, 0.3, -0.4], [0.4, -0.7, 0.5], [-0.1, -0.2, -0.3], [-0.2, 2.0, -0.4], [0.2, -0.2, 0.2], [0.0, -0.3, 0.0], [-0.7, 2.9, -1.2], [0.2, 0.3, 0.7], [-0.1, 0.1, 0.0], [0.0, 0.0, 0.1], [-0.3, -0.1, -0.1], [-2.6, -0.4, 1.7], [0.3, -0.8, 0.2], [-0.5, -0.4, -0.6], [0.1, -0.2, 0.1], [0.5, 1.2, 0.3], [0.3, -0.1, 0.0], [-0.4, -1.8, 0.7], [0.1, 0.2, -0.3], [-0.7, -0.5, -0.4], [1.9, 0.9, 0.3], [0.7, 0.6, 1.8], [0.1, 0.3, 0.1], [0.3, 0.2, -0.8], [-0.1, 0.3, 0.0], [-0.5, -0.7, 1.8], [0.0, 0.5, 1.9], [0.1, 0.8, -0.5], [-1.2, 1.2, -1.2], [0.0, -0.1, 0.0], [-0.1, 0.2, 0.2], [0.1, 0.3, -0.1], [-0.1, 0.1, 0.3], [0.1, 0.1, -0.2], [2.0, -1.4, -1.0], [-0.2, 0.0, 0.2], [2.2, 0.2, -0.3], [0.0, 0.0, -0.2], [-0.2, 0.0, -0.2], [-0.1, 0.0, 0.1], [1.3, 2.0, -0.2], [0.0, 0.0, 0.3], [-0.1, -0.2, -0.1], [-0.3, -0.1, 0.2], [0.1, 0.1, -0.1], [0.1, -0.3, 0.1], [-0.2, 0.0, 0.2], [-0.2, 0.2, 0.0], [0.5, -0.3, -1.4], [0.1, 0.1, -0.1], [0.1, -0.2, -0.2], [-0.1, 0.0, 0.0], [0.2, 0.0, -0.1], [0.0, -0.1, 0.0], [0.2, -0.1, -0.1], [0.0, 1.8, -1.2], [-0.1, 0.4, -0.1], [-0.3, -0.1, 0.2], [0.0, 0.4, 0.0], [-0.3, 0.0, 0.1], [0.0, 0.0, 0.0], [0.3, 0.1, 0.1], [-2.4, -1.0, 0.7], [0.0, 0.1, 0.1], [0.2, 0.2, 0.1], [-0.2, -0.1, -0.2], [0.2, -0.1, -0.3], [-0.1, -0.3, -0.1], [0.2, 0.0, -0.1], [-0.1, -0.2, 0.0], [-0.8, 1.2, -0.1], [0.3, 0.0, 0.1], [0.1, -0.1, -0.2], [2.0, -1.6, -1.1], [0.1, -0.4, 0.1], [-0.2, 0.0, 0.1], [0.3, -1.3, -2.2], [0.0, 0.1, 0.3], [0.2, 0.1, 0.2], [-0.5, -1.9, -1.5], [-1.8, -2.0, 0.0], [-0.1, 0.3, -0.3], [0.1, -1.0, 2.5], [-0.2, -0.2, 0.0], [0.2, 0.1, 0.3], [0.1, -0.1, 0.0], [0.3, 0.2, 0.1], [-0.1, -0.4, 0.1], [-0.1, 0.2, 0.1], [-0.1, -0.2, 0.4], [0.1, -0.2, -0.3], [0.2, 0.0, -0.4], [-0.3, 0.1, 0.1], [-0.2, 0.2, -0.3], [0.0, 0.2, 0.1], [0.2, 2.4, -1.2], [0.4, 0.0, 0.0], [1.4, -1.9, 0.9], [0.2, -0.2, -0.1], [-0.1, 0.0, -0.1], [0.1, -0.1, 0.1]], "mulliken_spin": [0.00, 0.00, 0.00, 0.66, 0.00, 0.00, 0.63, 0.00, 0.00, 0.63, 0.00, 0.29, 0.27, 0.30, 0.00, -0.01, 0.02, 0.02, 0.02, 0.01, 0.00, 0.00, -0.02, -0.01, 0.02, 0.00, -0.02, 0.00, 0.01, 0.00, 0.01, 0.03, 0.01, -0.04, 0.04, 0.03, 0.01, -0.01, 0.00, 0.02, 0.00, -0.01, 0.02, -0.02, 0.02, 0.02, 0.01, 0.00, 0.00, 0.00, 0.00, 0.00, 0.00, 0.00, 0.00, 0.00, 0.00, 0.00, 0.00, 0.01, 0.00, 0.00, 0.00, 0.00, 0.00, 0.00, -0.01, 0.00, 0.00, 0.00, 0.00, 0.00, 0.00, 0.00, 0.00, 0.00, 0.00, 0.00, 0.00, -0.01, 0.00, 0.00, -0.01, 0.00, 0.00, 0.00, 0.00, 0.00, 0.00, 0.00, 0.00, 0.01, 0.00, 0.00, 0.00, 0.00, 0.00, 0.00, 0.00, 0.00, 0.00, 0.00, -0.01, 0.00, 0.00, 0.00, 0.00, 0.00, 0.00, 0.00, 0.00, 0.00, 0.00, 0.00, 0.00], "relative_energy_kcal_mol": 154.2, "multiplicity": 4, "homo_ev": [-9.0, -9.2], "energy_ev": -80132.9666, "fmax_ev_per_a": 6.46}